(P)
The following is a quantum chemistry calculation of 2 unconnected molecules or ions with the total composition C3H5ClNOP, from OMol25.

Geometry (Å):
N (-1.36, 4.04, 1.36)
C (-1.99, 3.28, 0.67)
P (-3.21, 2.57, -0.24)
Cl (-2.61, 2.92, -2.13)
H (-0.55, 4.06, 2.02)
C (0.45, -0.01, -1.36)
C (-0.78, 0.28, -0.50)
O (-0.63, 0.82, 0.56)
H (0.08, -0.52, -2.31)
H (0.94, 0.96, -1.57)
H (0.96, -0.84, -0.90)
H (-1.76, 0.21, -1.05)

SMILES: N=C=PCl.CC=O
orbital gap: 8.0 eV
E_LUMO: 0.037 eV

---

(Q)
The following is a quantum chemistry calculation of a molecular structure, C3H5ClNOP, from OMol25.

Geometry (Å):
C (-1.18, 0.39, 0.48)
C (0.14, 0.62, -0.35)
C (1.41, 0.37, 0.36)
N (-2.01, -0.47, 0.11)
O (-0.10, -0.40, -1.42)
P (-1.41, -1.31, -1.25)
Cl (-0.62, -2.60, 0.12)
H (-1.44, 1.07, 1.27)
H (-0.02, 1.65, -0.92)
H (1.99, -0.41, -0.26)
H (1.29, -0.20, 1.23)
H (1.94, 1.28, 0.63)

orbital gap: 10.6 eV
E_LUMO: 0.545 eV

---

Energy above the most stable structure, in kcal/mol: (P) 55.1; (Q) 0.0

---

(P)
The following is a quantum chemistry calculation of C21H17ClN2O2 in the gas phase, from OMol25.

Geometry (Å):
O (-6.03, 0.18, 1.02)
C (-4.83, 0.04, 0.98)
C (-3.92, 0.23, 2.18)
C (-2.78, 1.17, 1.88)
C (-3.04, 2.39, 1.27)
C (-2.00, 3.25, 0.95)
C (-0.70, 2.90, 1.24)
C (-0.43, 1.69, 1.87)
C (-1.47, 0.84, 2.19)
N (-4.22, -0.28, -0.20)
C (-2.84, -0.45, -0.44)
C (-2.18, 0.39, -1.33)
C (-0.83, 0.26, -1.53)
C (-0.10, -0.72, -0.86)
N (1.27, -0.79, -1.09)
C (2.21, -1.55, -0.44)
O (1.97, -2.31, 0.47)
C (3.60, -1.34, -0.96)
C (3.88, -1.11, -2.31)
C (5.19, -0.97, -2.72)
C (6.23, -1.04, -1.81)
C (5.95, -1.29, -0.48)
Cl (7.24, -1.40, 0.66)
C (4.64, -1.45, -0.05)
C (-0.77, -1.60, -0.02)
C (-2.13, -1.47, 0.19)
H (-4.55, 0.65, 2.98)
H (-3.54, -0.73, 2.52)
H (-4.06, 2.67, 1.04)
H (-2.21, 4.19, 0.47)
H (0.11, 3.56, 0.99)
H (0.58, 1.42, 2.11)
H (-1.26, -0.10, 2.68)
H (-4.83, -0.23, -1.01)
H (-2.74, 1.17, -1.84)
H (-0.32, 0.94, -2.21)
H (1.62, -0.12, -1.76)
H (3.08, -1.08, -3.04)
H (5.41, -0.79, -3.77)
H (7.25, -0.93, -2.14)
H (4.42, -1.66, 0.99)
H (-0.22, -2.38, 0.48)
H (-2.64, -2.16, 0.83)

SMILES: O=C(Cc1ccccc1)Nc1ccc(NC(=O)c2cccc(Cl)c2)cc1
orbital gap: 8.6 eV
E_LUMO: 0.204 eV

---

(Q)
The following is a quantum chemistry calculation of C21H17ClN2O2 in the gas phase, from OMol25.

Geometry (Å):
C (-4.77, 2.94, 2.15)
C (-4.28, 2.74, 0.64)
C (-3.35, 1.54, 0.48)
C (-2.02, 1.58, 0.75)
C (-1.29, 2.77, 1.31)
N (-0.76, 3.74, 1.80)
C (-1.38, 0.21, 0.48)
C (0.07, -0.11, 0.25)
C (1.01, 0.07, 1.27)
C (2.38, -0.19, 0.97)
C (2.78, -0.67, -0.28)
C (4.17, -1.04, -0.54)
C (5.18, -0.03, -0.30)
C (6.51, -0.31, -0.38)
C (6.92, -1.55, -0.79)
C (6.04, -2.54, -1.15)
C (4.61, -2.29, -1.03)
Cl (3.50, -3.69, -1.26)
C (1.87, -0.70, -1.35)
C (0.54, -0.32, -1.04)
C (-2.41, -0.54, 0.01)
C (-2.32, -1.85, -0.64)
O (-1.53, -2.64, -0.20)
O (-3.12, -2.19, -1.67)
N (-3.59, 0.20, -0.01)
C (-4.92, -0.36, -0.49)
H (-5.44, 3.78, 2.19)
H (-3.83, 3.15, 2.70)
H (-5.28, 2.08, 2.55)
H (-3.89, 3.67, 0.28)
H (-5.19, 2.59, -0.03)
H (0.61, 0.31, 2.27)
H (3.12, -0.15, 1.76)
H (4.95, 1.01, -0.06)
H (7.33, 0.30, -0.32)
H (7.96, -1.85, -0.88)
H (6.40, -3.54, -1.60)
H (2.04, -1.15, -2.29)
H (-0.07, -0.42, -1.96)
H (-2.66, -3.04, -1.87)
H (-5.80, 0.16, -0.17)
H (-4.99, -0.41, -1.62)
H (-5.10, -1.24, 0.05)

SMILES: CCc1c(C#N)c(-c2ccc(-c3ccccc3Cl)cc2)c(C(=O)O)n1C
orbital gap: 9.1 eV
E_LUMO: 0.481 eV

---

Energy above the most stable structure, in kcal/mol: (P) 0.0; (Q) 77.6

---

(P)
The following is a quantum chemistry calculation of C4H12N4 in the gas phase, from OMol25.

Geometry (Å):
C (2.21, 0.22, 0.53)
N (0.96, -0.30, -0.34)
C (0.91, -1.77, -0.20)
N (-0.23, 0.32, -0.02)
C (-0.12, 1.82, -0.34)
C (-1.29, -0.05, -0.92)
N (-2.36, -0.50, -0.49)
N (-2.68, -0.34, 0.86)
H (3.09, -0.23, -0.09)
H (1.86, -0.04, 1.69)
H (2.28, 1.50, 0.62)
H (2.00, -2.28, -0.29)
H (0.47, -2.14, 0.85)
H (0.30, -2.39, -1.10)
H (0.62, 2.27, 0.32)
H (0.21, 1.89, -1.35)
H (-1.07, 2.23, -0.28)
H (-0.87, -0.20, -1.92)
H (-3.78, -0.46, 0.93)
H (-2.51, 0.44, 1.55)

SMILES: CN(C)N(C)/C=N\N
orbital gap: 8.6 eV
E_LUMO: 0.921 eV

---

(Q)
The following is a quantum chemistry calculation of C4H12N4 in the gas phase, from OMol25.

Geometry (Å):
C (-0.61, -1.52, -1.26)
C (-0.68, -1.03, -0.04)
C (-1.90, -1.00, 0.81)
N (0.55, -0.56, 0.70)
N (1.55, -1.54, 0.90)
N (1.13, 0.56, 0.08)
N (0.21, 1.62, 0.13)
C (0.83, 2.86, -0.29)
H (0.31, -1.53, -1.83)
H (-1.47, -1.96, -1.75)
H (-1.84, -1.75, 1.60)
H (-1.98, -0.03, 1.31)
H (-2.81, -1.16, 0.24)
H (1.61, -2.20, 0.13)
H (1.35, -2.03, 1.76)
H (1.42, 0.34, -0.89)
H (-0.61, 1.38, -0.46)
H (1.66, 3.06, 0.37)
H (1.20, 2.84, -1.32)
H (0.09, 3.66, -0.19)

SMILES: C=C(C)N(N)NNC
orbital gap: 9.2 eV
E_LUMO: 0.926 eV

---

(R)
The following is a quantum chemistry calculation of 3 unconnected molecules or ions with the total composition C4H12N4, from OMol25.

Geometry (Å):
C (-1.54, -0.30, -1.03)
C (1.05, 0.63, -0.51)
C (1.84, -0.54, -0.98)
N (-1.41, -1.42, -0.29)
H (-1.91, -1.46, 0.58)
H (-0.47, -1.80, -0.19)
H (-2.52, 0.16, -1.02)
H (-0.97, -0.26, -1.95)
H (0.28, 1.03, -1.27)
H (1.56, 1.43, 0.02)
H (2.65, -0.25, -1.67)
H (1.23, -1.26, -1.53)
H (2.32, -1.07, -0.15)
C (-1.40, 1.45, 0.97)
N (0.32, 0.06, 1.44)
N (-0.87, 0.55, 1.74)
N (1.17, -0.09, 2.36)
H (1.92, -0.66, 1.97)
H (-2.44, 1.67, 1.13)
H (-0.80, 2.13, 0.37)

orbital gap (alpha / beta): 7.6 / 6.7 eV
E_LUMO (alpha / beta): 0.698 / 0.115 eV

---

Energy above the most stable structure, in kcal/mol: (P) 53.6; (Q) 0.0; (R) 76.9

---

(P)
The following is a quantum chemistry calculation of C4H12N4 in the gas phase, from OMol25.

Geometry (Å):
C (-0.76, 0.48, -0.05)
C (-0.88, 0.85, -2.60)
C (2.30, -1.24, 1.29)
N (0.42, -0.33, 0.13)
N (-1.02, -0.07, -1.47)
C (1.06, -0.37, 1.31)
N (-1.88, 0.16, 0.80)
N (0.64, 0.29, 2.35)
H (-0.04, -0.73, -1.12)
H (-1.91, -0.57, -1.46)
H (-0.56, 1.56, -0.13)
H (-1.50, -0.02, 1.73)
H (-2.50, 0.96, 0.89)
H (1.26, 0.15, 3.14)
H (-0.96, 0.30, -3.53)
H (-1.64, 1.64, -2.58)
H (0.11, 1.31, -2.55)
H (3.10, -0.74, 0.73)
H (2.67, -1.43, 2.30)
H (2.10, -2.19, 0.80)

orbital gap: 8.6 eV
E_LUMO: 0.817 eV

---

(Q)
The following is a quantum chemistry calculation of C4H12N4 in the gas phase, from OMol25.

Geometry (Å):
C (1.93, 1.60, -0.27)
N (1.53, 0.43, 0.45)
C (0.88, -0.56, -0.03)
N (1.44, -1.82, 0.14)
N (-0.38, -0.48, -0.56)
C (-1.23, -1.66, -0.55)
N (-0.96, 0.99, -0.29)
C (-1.57, 1.18, 1.01)
H (1.43, 2.47, 0.15)
H (2.99, 1.77, -0.07)
H (1.72, 1.56, -1.35)
H (2.40, -1.78, 0.45)
H (1.09, -2.58, -0.42)
H (-2.24, -1.36, -0.84)
H (-1.27, -2.17, 0.42)
H (-0.90, -2.38, -1.31)
H (-1.68, 0.97, -1.01)
H (-2.13, 2.12, 0.97)
H (-2.25, 0.39, 1.34)
H (-0.79, 1.28, 1.76)

SMILES: C/N=C(/N)N(C)NC
orbital gap: 7.9 eV
E_LUMO: 0.813 eV

---

Energy above the most stable structure, in kcal/mol: (P) 0.0; (Q) 25.3

---

(P)
The following is a quantum chemistry calculation of C4H12N4 in the gas phase, from OMol25.

Geometry (Å):
C (-0.29, -2.23, -1.58)
N (-0.77, -0.83, -1.31)
C (-0.97, -0.06, -2.56)
N (0.00, -0.18, -0.42)
N (-0.47, -0.13, 0.73)
N (0.24, 0.58, 1.64)
C (-0.48, 1.26, 2.76)
C (1.62, 1.05, 1.36)
H (-0.02, -2.92, -0.73)
H (-0.89, -2.66, -2.31)
H (0.68, -2.02, -2.01)
H (-1.57, 0.74, -2.47)
H (-1.47, -0.64, -3.39)
H (0.03, 0.29, -2.87)
H (0.04, 1.16, 3.69)
H (-1.37, 0.75, 3.02)
H (-0.57, 2.36, 2.60)
H (2.33, 1.10, 2.23)
H (1.70, 2.06, 0.74)
H (2.22, 0.30, 0.88)

SMILES: CN(C)/N=N/N(C)C
orbital gap: 8.6 eV
E_LUMO: 1.032 eV

---

(Q)
The following is a quantum chemistry calculation of a molecular structure, C4H12N4, from OMol25.

Geometry (Å):
C (-0.19, -1.05, -0.79)
C (-0.27, 0.16, -1.49)
C (1.09, -1.51, -0.17)
N (-1.21, -1.94, -0.79)
N (-1.12, -0.46, 1.77)
H (-1.27, -2.53, 0.02)
H (-2.10, -1.61, -1.14)
H (-2.11, -0.30, 1.95)
H (-0.72, -0.82, 2.64)
H (-0.16, 1.16, -0.43)
H (1.53, -2.27, -0.81)
H (1.78, -0.68, -0.05)
H (-1.17, 0.35, -2.06)
H (0.63, 0.42, -2.04)
H (0.93, -1.97, 0.81)
N (0.07, 2.02, 0.58)
N (2.01, 3.41, 0.10)
C (1.01, 2.73, 0.38)
H (1.97, 4.41, -0.05)
H (-0.70, 0.45, 1.59)

orbital gap: 8.7 eV
E_LUMO: 0.772 eV

---

Energy above the most stable structure, in kcal/mol: (P) 62.9; (Q) 0.0